(1)
Entry from the OMol25 dataset: a 8-piece molecular cluster, C45H49N3O2P overall at a distorted geometry (ωB97M-V with the def2-TZVPD basis set).

Each line ends with the Löwdin charge.
Atoms and positions in Å:
N1 1.754 3.103 -4.198  -0.165
P1 2.029 1.724 -3.459  0.678
O1 0.729 0.630 -3.540  -0.154
O2 2.346 1.953 -1.805  -0.179
N2 3.501 1.039 -4.164  -0.151
C1 3.782 1.467 -5.525  0.028
C2 5.086 0.697 -5.799  0.022
N3 5.413 -0.046 -4.581  0.074
C3 4.435 0.144 -3.530  0.053
H1 0.817 3.078 -4.634  0.033
H2 0.273 0.686 -4.409  0.094
H3 2.469 2.938 -1.729  0.103
H4 3.204 2.172 -6.215  0.133
H5 5.702 0.697 -6.771  0.147
H6 6.253 -0.636 -4.490  0.168
H7 4.401 -0.280 -2.475  0.172
C4 2.377 2.273 1.340  -0.109
C5 1.224 3.025 1.550  -0.097
C6 0.914 3.482 2.828  -0.091
C7 1.763 3.196 3.893  -0.090
C8 2.917 2.447 3.682  -0.107
C9 3.222 1.983 2.407  -0.095
H8 2.617 1.913 0.346  0.061
H9 0.566 3.253 0.718  0.099
H10 0.013 4.062 2.993  0.107
H11 1.524 3.556 4.888  0.111
H12 3.580 2.225 4.512  0.106
H13 4.118 1.395 2.243  0.101
C10 -0.418 -1.634 6.349  -0.087
C11 -1.330 -1.434 5.318  -0.094
C12 -0.998 -0.615 4.243  -0.086
C13 0.252 -0.003 4.195  -0.095
C14 1.165 -0.206 5.225  -0.100
C15 0.829 -1.018 6.304  -0.089
H14 -0.679 -2.271 7.189  0.104
H15 -2.301 -1.917 5.352  0.086
H16 -1.712 -0.454 3.442  0.100
H17 0.513 0.633 3.355  0.084
H18 2.140 0.270 5.187  0.083
H19 1.540 -1.172 7.110  0.102
C16 3.341 -1.640 -9.630  -0.092
C17 3.823 -2.223 -10.797  -0.081
C18 5.136 -2.682 -10.856  -0.079
C19 5.964 -2.565 -9.744  -0.088
C20 5.481 -1.984 -8.576  -0.115
C21 4.171 -1.518 -8.519  -0.119
H20 2.319 -1.279 -9.585  0.102
H21 3.175 -2.321 -11.662  0.108
H22 5.513 -3.131 -11.768  0.108
H23 6.986 -2.926 -9.789  0.105
H24 6.128 -1.895 -7.707  0.086
H25 3.796 -1.060 -7.610  0.071
C22 4.443 -3.010 0.247  -0.115
C23 3.290 -2.258 0.459  -0.113
C24 2.981 -1.802 1.737  -0.092
C25 3.829 -2.090 2.802  -0.081
C26 4.983 -2.838 2.590  -0.084
C27 5.288 -3.302 1.314  -0.096
H26 4.682 -3.369 -0.749  0.091
H27 2.632 -2.028 -0.373  0.091
H28 2.079 -1.222 1.903  0.095
H29 3.590 -1.730 3.797  0.098
H30 5.645 -3.061 3.420  0.106
H31 6.184 -3.891 1.150  0.102
C28 -5.217 -1.176 5.452  -0.103
C29 -6.494 -1.431 4.960  -0.094
C30 -7.523 -1.767 5.835  -0.089
C31 -7.278 -1.838 7.203  -0.088
C32 -6.002 -1.579 7.695  -0.091
C33 -4.971 -1.252 6.820  -0.099
H32 -4.415 -0.918 4.769  0.085
H33 -6.687 -1.369 3.894  0.099
H34 -8.517 -1.973 5.450  0.094
H35 -8.081 -2.095 7.886  0.089
H36 -5.811 -1.632 8.762  0.102
H37 -3.975 -1.055 7.204  0.094
C34 -11.369 -3.529 5.933  -0.102
C35 -12.522 -2.779 6.144  -0.096
C36 -12.832 -2.323 7.421  -0.095
C37 -11.984 -2.610 8.487  -0.093
C38 -10.829 -3.357 8.275  -0.106
C39 -10.524 -3.821 6.999  -0.112
H38 -11.130 -3.887 4.937  0.100
H39 -13.180 -2.550 5.312  0.101
H40 -13.734 -1.744 7.587  0.101
H41 -12.223 -2.250 9.482  0.101
H42 -10.167 -3.579 9.106  0.101
H43 -9.627 -4.408 6.835  0.103
C40 2.444 4.906 -6.567  -0.130
C41 1.546 5.097 -7.614  -0.096
C42 1.900 5.894 -8.698  -0.090
C43 3.156 6.492 -8.742  -0.087
C44 4.055 6.299 -7.697  -0.092
C45 3.699 5.509 -6.608  -0.100
H44 2.168 4.286 -5.717  0.019
H45 0.569 4.625 -7.583  0.097
H46 1.197 6.048 -9.510  0.104
H47 3.433 7.109 -9.589  0.105
H48 5.035 6.764 -7.732  0.103
H49 4.398 5.363 -5.791  0.097

## Properties
Strongest force on any atom, Eh/bohr: 0.130
Frontier orbital gap, Ha: 0.217
HOMO energy, eV: -10.2
Net charge: +1
DFT total energy, eV: -65306.122



(2)
Entry from the OMol25 dataset: C45H50F5N2PdSSeSi as an isolated structure (ωB97M-V with the def2-TZVPD basis set).

Each line ends with the Löwdin charge.
Atoms and positions in Å:
Pd1 -0.097 0.617 -0.909  0.310
C1 -0.147 -1.015 4.891  -0.054
C2 0.786 -1.092 3.679  -0.368
C3 1.841 -2.178 3.912  -0.064
C4 1.446 0.244 3.361  -0.138
C5 2.414 0.695 4.251  -0.051
C6 3.188 1.805 3.976  -0.081
C7 3.004 2.455 2.770  -0.050
C8 2.029 2.066 1.856  -0.124
C9 1.936 2.886 0.580  -0.378
C10 3.249 2.875 -0.210  -0.048
C11 1.546 4.340 0.855  -0.062
C12 1.190 0.975 2.176  -0.155
N1 0.126 0.512 1.345  0.024
C13 -1.010 0.402 1.971  -0.164
C14 -2.181 -0.359 1.669  -0.156
C15 -3.235 -0.221 2.603  -0.077
C16 -4.331 -1.038 2.618  -0.123
C17 -4.376 -2.096 1.684  -0.099
C18 -3.389 -2.278 0.762  -0.056
C19 -2.268 -1.378 0.647  -0.270
N2 -1.383 -1.455 -0.323  0.070
C20 -1.266 -2.587 -1.143  -0.214
C21 -1.592 -2.485 -2.524  -0.148
C22 -1.194 -3.492 -3.389  -0.050
C23 -0.589 -4.651 -2.919  -0.094
C24 -0.359 -4.788 -1.566  -0.057
C25 -0.659 -3.765 -0.668  -0.144
C26 -0.245 -3.930 0.783  -0.361
C27 1.223 -4.340 0.901  -0.063
C28 -1.129 -4.944 1.514  -0.055
C29 -2.386 -1.288 -3.014  -0.388
C30 -2.323 -1.065 -4.524  -0.087
C31 -3.851 -1.425 -2.588  -0.061
H1 -0.641 -1.975 5.051  0.081
H2 -0.920 -0.256 4.765  0.064
H3 0.419 -0.771 5.794  0.075
H4 0.197 -1.406 2.819  0.107
H5 2.402 -2.002 4.833  0.071
H6 2.550 -2.224 3.085  0.069
H7 1.355 -3.152 4.007  0.071
H8 2.581 0.142 5.169  0.105
H9 3.942 2.143 4.676  0.097
H10 3.627 3.308 2.527  0.105
H11 1.218 2.400 -0.081  0.055
H12 4.066 3.339 0.348  0.078
H13 3.116 3.430 -1.141  0.088
H14 3.543 1.858 -0.472  0.050
H15 2.385 4.869 1.317  0.075
H16 0.695 4.435 1.527  0.069
H17 1.308 4.850 -0.081  0.067
H18 -1.077 0.905 2.945  0.122
H19 -3.141 0.561 3.351  0.106
H20 -5.120 -0.904 3.345  0.084
H21 -5.216 -2.783 1.695  0.098
H22 -3.455 -3.090 0.049  0.108
H23 -1.377 -3.393 -4.450  0.093
H24 -0.302 -5.436 -3.609  0.091
H25 0.103 -5.697 -1.197  0.101
H26 -0.361 -2.959 1.268  0.111
H27 1.396 -5.327 0.463  0.069
H28 1.525 -4.393 1.948  0.061
H29 1.869 -3.627 0.392  0.069
H30 -1.024 -5.937 1.068  0.076
H31 -2.180 -4.659 1.470  0.063
H32 -0.840 -5.017 2.566  0.073
H33 -1.944 -0.404 -2.543  0.061
H34 -2.627 -1.951 -5.087  0.066
H35 -1.320 -0.776 -4.844  0.058
H36 -3.010 -0.261 -4.800  0.072
H37 -4.261 -2.356 -2.993  0.087
H38 -4.447 -0.600 -2.981  0.067
H39 -3.971 -1.445 -1.509  0.050
F1 6.785 0.322 0.452  0.121
C32 5.634 0.008 -0.152  -0.141
C33 4.576 -0.489 0.584  -0.144
F2 4.703 -0.651 1.904  0.124
C34 3.387 -0.798 -0.053  -0.240
F3 2.384 -1.254 0.696  0.087
C35 3.220 -0.632 -1.424  -0.480
S1 1.694 -1.058 -2.199  0.518
C36 4.311 -0.151 -2.142  -0.250
F4 4.233 -0.001 -3.465  0.083
C37 5.501 0.180 -1.519  -0.147
F5 6.533 0.651 -2.229  0.115
Se1 0.919 0.838 -3.096  0.321
C38 -1.772 3.195 0.575  -0.195
Si1 -1.516 2.351 -1.105  0.467
C39 -3.250 1.793 -1.574  -0.196
C40 -1.076 3.691 -2.381  -0.290
C41 -1.052 3.374 -3.744  -0.171
C42 -0.752 4.323 -4.710  -0.093
C43 -0.468 5.630 -4.335  -0.107
C44 -0.494 5.972 -2.992  -0.099
C45 -0.800 5.014 -2.032  -0.114
H40 -2.087 4.236 0.465  0.027
H41 -0.898 3.155 1.218  -0.006
H42 -2.583 2.664 1.083  0.024
H43 -3.919 2.634 -1.357  0.037
H44 -3.578 0.937 -0.982  0.022
H45 -3.346 1.554 -2.633  0.018
H46 -1.273 2.358 -4.060  0.063
H47 -0.737 4.041 -5.756  0.099
H48 -0.226 6.373 -5.085  0.093
H49 -0.275 6.989 -2.686  0.095
H50 -0.810 5.310 -0.990  0.079

## Properties
Strongest force on any atom, Eh/bohr: 0.011
Frontier orbital gap, Ha: 0.246
HOMO energy, eV: -4.3
Net charge: -1
DFT total energy, eV: -151587.497